[1]
80
Properties=species:S:1:pos:R:3:forces:R:3 method="wB97M-V/def2-TZVPD" relative_energy_kj_mol=1316.8 charge=-1 homo_ev=-4.13 orbital_gap_ev=6.7
C 0.416 -0.858 -0.800 -0.87 0.23 2.26
C 0.044 0.463 -0.213 -0.05 1.69 1.68
O 1.090 1.143 0.552 -1.25 -4.96 -1.68
H 1.198 -0.928 -1.556 -0.17 2.38 2.26
H -0.373 -1.403 -1.318 -1.31 0.69 0.54
H 0.630 -1.422 0.109 0.52 0.37 -1.87
H -0.834 0.441 0.432 0.64 -0.14 -0.95
H -0.293 1.040 -1.075 0.16 0.05 0.30
C 2.548 2.760 -3.193 0.56 0.49 0.65
C 1.740 2.328 -1.994 0.64 -0.46 -0.75
O 1.660 0.905 -1.956 1.31 1.87 -2.29
H 3.593 2.549 -2.962 0.17 -0.28 -0.36
H 2.484 3.847 -3.155 -0.01 0.23 -0.57
H 2.287 2.360 -4.173 -0.23 -0.02 0.13
H 0.788 2.860 -1.989 -0.39 -0.52 -0.29
H 2.223 2.766 -1.121 0.25 -0.47 0.05
H 1.157 0.645 -1.181 2.04 1.13 -0.65
C -0.070 0.507 2.970 0.38 0.58 0.26
C 0.728 -0.369 3.902 -0.39 0.56 1.60
O 2.096 -0.418 3.552 -0.06 0.46 0.17
H -1.113 0.714 3.208 0.96 -1.17 1.29
H -0.145 0.020 1.997 0.93 1.14 0.77
H 0.339 1.509 2.839 0.67 -0.34 -0.05
H 0.252 -1.348 3.961 0.07 -0.60 -0.35
H 0.739 -0.090 4.956 -0.68 0.74 0.21
H 2.547 -0.872 4.268 0.11 -0.03 -0.07
C -2.576 0.900 1.946 -2.19 0.43 -0.82
C -2.389 2.254 2.613 -0.57 -0.20 0.27
O -3.164 2.315 3.834 0.23 0.26 -0.73
H -2.927 0.178 2.684 0.89 -0.03 0.21
H -1.835 0.564 1.221 -0.35 0.49 1.47
H -3.426 0.839 1.266 -0.76 0.87 -0.22
H -2.600 3.044 1.892 -0.68 0.24 0.49
H -1.338 2.390 2.866 -0.89 0.08 0.82
H -4.073 2.192 3.549 -0.22 -0.01 0.17
C -1.387 -1.565 1.441 0.10 -3.17 -0.27
C -1.306 -3.079 1.185 -1.12 0.34 -1.13
O -1.311 -3.736 2.403 0.01 -1.03 2.09
H -1.039 -1.079 0.529 -1.22 -0.41 0.87
H -0.616 -1.431 2.200 -1.23 -0.15 -0.20
H -2.378 -1.293 1.804 0.43 -0.42 -0.34
H -0.375 -3.381 0.706 -0.76 -0.09 -0.42
H -2.116 -3.416 0.538 -0.30 -0.08 -0.08
H -2.012 -4.378 2.538 -0.03 0.18 -0.42
C 1.523 -2.487 -2.303 1.43 -3.52 -1.40
C 1.366 -4.063 -2.197 -0.25 2.81 -0.23
O 2.505 -4.721 -2.682 0.08 -1.05 -0.61
H 1.901 -2.242 -3.296 -0.36 -0.10 -0.38
H 2.373 -2.210 -1.680 -0.16 0.02 0.28
H 0.649 -1.894 -2.033 0.82 -2.96 -2.13
H 0.514 -4.282 -2.840 0.19 -0.63 -0.09
H 1.089 -4.309 -1.172 0.17 -0.32 0.17
H 3.306 -4.599 -2.167 -0.34 0.41 0.35
C 1.417 -2.319 1.626 1.07 -0.96 -1.06
C 2.829 -2.101 0.935 -2.23 0.91 0.51
O 3.628 -1.404 1.815 2.39 0.23 0.73
H 1.368 -3.269 2.158 0.22 -0.04 0.41
H 0.626 -2.401 0.881 1.61 -0.65 0.91
H 1.070 -1.506 2.264 1.28 -0.61 -0.71
H 2.748 -1.369 0.131 -0.47 -0.26 -0.23
H 3.278 -3.002 0.516 -0.02 -0.36 0.19
H 4.166 -1.973 2.370 -0.17 -0.21 -0.04
C -1.460 2.997 -0.534 -1.82 0.98 0.93
C -0.625 3.370 0.663 0.28 0.40 -0.98
O 0.669 3.229 0.232 -0.38 6.36 0.65
H -2.491 3.317 -0.388 -0.59 -0.23 0.07
H -1.438 1.933 -0.773 -0.52 1.22 1.19
H -1.176 3.551 -1.429 0.49 0.19 0.50
H -0.894 2.809 1.558 1.10 0.00 -1.18
H -0.810 4.408 0.940 -0.10 0.42 0.06
H 0.796 2.286 0.104 1.28 -2.08 0.80
C -1.950 1.876 -2.908 0.31 -0.93 -1.84
C -1.660 0.965 -4.183 -0.70 0.98 1.47
O -2.869 0.821 -4.890 -1.77 0.85 -0.34
H -2.880 1.600 -2.412 0.14 -0.36 0.05
H -2.046 2.941 -3.120 -0.21 -0.08 -0.81
H -1.126 1.910 -2.195 -0.26 -0.97 -1.55
H -1.391 -0.049 -3.888 0.90 0.26 0.20
H -0.935 1.531 -4.768 0.42 -0.58 -0.15
H -2.934 0.193 -5.613 0.86 -0.10 0.21

[2]
139
Properties=species:S:1:pos:R:3:forces:R:3 method="wB97M-V/def2-TZVPD" multiplicity=2 charge=-2 homo_ev="-4.75 / -4.75" orbital_gap_ev="6.5 / 1.9"
K -0.271 -2.866 -0.094 0.14 -0.17 0.08
N 4.024 -3.469 -0.260 3.46 -0.76 -1.63
S 3.998 -3.336 1.237 -4.19 0.07 8.25
O 4.560 -2.191 1.937 0.24 -1.43 -1.27
O 3.875 -4.608 2.010 1.70 2.00 -1.42
F 2.434 -2.977 1.366 -1.17 0.71 -0.71
S 5.519 -4.219 -0.284 2.12 -4.63 -5.65
O 5.411 -5.701 -0.353 -0.16 3.17 1.19
O 6.710 -3.667 0.324 -1.92 0.13 0.23
F 5.784 -3.964 -1.863 -0.29 0.55 1.14
N 0.928 -0.522 0.219 -2.24 1.35 -3.20
S 0.767 0.330 1.458 2.20 0.77 10.31
O -0.581 0.609 2.006 2.02 0.06 -1.55
O 1.883 1.261 1.701 -2.75 -0.93 -0.54
F 1.174 -0.840 2.530 -0.12 0.01 -0.44
S 0.339 0.752 -0.708 1.30 -0.16 -7.05
O 1.418 1.674 -0.988 -1.86 -0.59 0.67
O -1.037 1.200 -0.605 1.52 -0.76 0.34
F 0.294 -0.119 -2.137 -0.27 0.56 1.89
N 3.422 -1.958 -3.797 5.09 -1.71 0.11
S 2.660 -1.339 -4.909 -6.80 4.32 -2.81
O 2.676 -1.942 -6.231 0.11 0.30 1.06
O 2.538 0.113 -4.811 0.45 -1.58 -0.70
F 1.208 -1.782 -4.307 -0.06 -0.25 -0.38
S 4.918 -1.932 -4.568 3.66 0.35 2.96
O 5.251 -0.938 -5.594 -1.14 -1.81 1.48
O 5.488 -3.254 -4.633 -0.75 1.12 -0.50
F 5.697 -1.260 -3.247 -0.61 -0.70 -1.31
N 1.618 5.202 0.147 -1.98 -2.52 -0.40
S 1.578 6.397 1.060 7.48 7.66 6.17
O 1.219 6.342 2.468 -0.97 -0.81 -2.38
O 1.368 7.616 0.345 -1.41 -0.30 -0.68
F 3.182 6.530 1.264 -0.84 -0.48 -0.39
S 0.045 4.796 0.614 -7.15 -6.31 -3.32
O -1.012 5.830 0.473 3.41 -1.54 1.23
O -0.075 3.691 1.578 1.17 3.55 -1.76
F -0.173 4.039 -0.810 0.27 0.79 1.49
C -3.006 -0.358 -3.145 0.03 0.42 0.77
O -4.417 -0.485 -2.829 -2.15 -1.12 -1.15
P -5.456 -1.317 -3.834 2.24 -0.87 -0.07
O -5.529 -0.766 -5.226 -0.25 -1.08 2.44
O -4.824 -2.842 -3.759 0.11 0.50 -0.19
C -4.663 -3.604 -2.517 -1.63 1.02 0.28
O -6.843 -1.587 -3.011 2.67 0.21 -1.63
C -7.438 -0.509 -2.351 -0.82 0.64 1.28
H -2.787 0.696 -3.316 -0.13 -0.13 -0.56
H -2.641 -1.004 -3.943 -0.33 0.13 -0.03
H -2.484 -0.582 -2.215 0.01 -0.31 -0.04
H -5.428 -4.380 -2.500 -0.07 -0.01 -0.20
H -4.898 -2.928 -1.695 0.22 -0.11 0.18
H -3.722 -4.101 -2.282 0.41 0.57 -0.94
H -7.468 -0.825 -1.308 -0.50 0.32 0.10
H -8.429 -0.349 -2.776 -0.06 0.03 0.18
H -6.893 0.435 -2.332 0.29 -0.17 -0.37
C 5.039 0.565 3.410 -1.88 -1.38 1.08
O 6.273 0.912 2.828 0.32 0.53 -2.16
P 6.343 1.085 1.199 0.28 -0.62 -0.96
O 5.094 0.791 0.443 1.82 1.33 1.29
O 7.015 2.612 0.993 -0.89 -2.23 0.70
C 8.365 2.973 1.296 -0.48 1.97 0.06
O 7.575 0.107 0.758 -0.75 0.93 0.72
C 7.893 -0.016 -0.645 0.16 -0.39 -0.17
H 5.142 -0.345 4.000 0.64 0.15 0.35
H 4.193 0.243 2.802 0.58 0.37 -1.25
H 4.567 1.327 4.030 0.77 0.53 0.11
H 8.997 2.449 2.012 -0.31 -1.22 -0.70
H 8.319 3.929 1.818 -0.51 0.34 0.19
H 8.796 3.306 0.352 0.64 -0.88 -0.03
H 7.647 0.881 -1.212 -0.03 0.02 0.10
H 7.425 -0.881 -1.115 -0.58 0.14 0.33
H 8.957 -0.241 -0.725 0.13 0.38 0.27
C -5.741 3.231 2.638 0.48 -0.90 1.99
O -6.549 3.367 1.561 -1.42 1.21 -4.46
P -6.093 2.881 0.067 -0.70 0.12 -1.02
O -6.100 1.400 -0.052 0.39 1.29 0.23
O -7.214 3.632 -0.866 1.11 -0.43 0.31
C -7.042 3.697 -2.338 -0.02 0.25 0.90
O -4.723 3.630 -0.392 -2.40 -0.28 0.91
C -3.462 3.003 -0.238 1.07 -0.45 -0.08
H -4.988 4.010 2.757 0.41 -0.24 -0.43
H -5.404 2.196 2.582 0.92 0.08 0.76
H -6.395 3.340 3.503 0.07 -0.18 0.21
H -6.682 4.690 -2.607 0.51 -0.16 0.24
H -8.014 3.651 -2.829 -0.15 -0.50 0.48
H -6.388 2.900 -2.690 -0.01 0.15 -0.02
H -3.097 2.736 -1.229 0.06 -0.06 0.14
H -3.489 2.110 0.387 -0.15 -0.03 -0.11
H -2.774 3.713 0.221 -0.13 0.03 -0.07
C -3.827 -1.071 2.548 -0.47 0.43 -1.16
O -4.238 -2.453 2.630 0.61 -2.03 -0.29
P -3.243 -3.542 1.945 1.35 1.18 2.53
O -3.116 -3.575 0.478 -0.07 -0.20 0.60
O -1.826 -3.119 2.625 -0.36 -0.15 -1.31
C -1.690 -2.986 4.042 -0.31 0.19 0.86
O -3.520 -4.895 2.770 -1.23 0.19 -0.57
C -2.644 -6.011 2.634 1.91 -0.13 -0.60
H -3.887 -0.523 3.488 0.03 -0.66 0.29
H -4.563 -0.637 1.870 0.27 0.36 -0.10
H -2.824 -0.984 2.131 -0.05 0.19 0.10
H -1.174 -3.843 4.475 0.33 0.18 -0.24
H -2.646 -2.930 4.563 -0.33 -0.12 -0.33
H -1.204 -2.041 4.282 0.42 -0.25 -0.30
H -2.424 -6.549 3.556 -0.86 0.38 0.34
H -1.653 -5.663 2.345 0.16 0.31 -0.03
H -2.854 -6.748 1.859 -0.97 0.28 -0.02
C 0.777 0.600 5.730 -0.81 2.12 0.18
O 0.284 -0.703 5.902 1.19 -1.75 0.44
P 1.195 -1.783 6.631 -0.61 -2.64 0.25
O 0.591 -3.159 6.641 0.66 2.03 -0.24
O 2.667 -1.737 5.997 -0.93 0.65 2.88
C 2.959 -2.450 4.833 -0.92 -0.10 -2.77
O 1.307 -1.170 8.118 0.52 -0.26 -1.24
C 1.963 -1.899 9.146 0.44 0.30 1.20
H 0.866 0.851 4.673 -0.17 -0.11 0.06
H 1.674 0.944 6.244 0.47 -1.04 0.08
H 0.008 1.176 6.245 -0.12 0.64 -0.58
H 3.118 -1.655 4.105 0.61 -0.55 -0.36
H 2.084 -2.983 4.460 -0.23 -0.05 0.13
H 3.731 -3.220 4.824 0.41 0.56 0.79
H 2.749 -1.268 9.559 -0.01 0.19 -0.06
H 2.458 -2.848 8.936 -0.41 -0.01 -0.88
H 1.253 -2.079 9.953 -0.15 -0.03 -0.13
C -0.338 3.126 -8.313 0.36 1.66 -0.54
O -0.511 1.883 -7.741 -0.48 -1.57 1.66
P -0.830 1.693 -6.164 0.26 -0.45 1.56
O -2.224 2.058 -5.710 2.40 -0.51 -0.92
O -0.398 0.130 -5.868 -0.34 2.35 -0.87
C -0.992 -0.968 -6.568 -0.69 -0.07 0.28
O 0.388 2.560 -5.447 -2.68 -1.13 -1.37
C 0.342 2.713 -4.007 1.22 -0.37 -0.17
H -0.262 3.913 -7.564 0.16 0.03 0.04
H -1.145 3.418 -8.986 -0.34 -0.35 0.04
H 0.572 3.111 -8.912 0.12 0.00 0.12
H -1.617 -0.658 -7.405 0.17 0.18 -0.12
H -1.662 -1.467 -5.867 0.05 -0.16 -0.01
H -0.237 -1.680 -6.903 0.22 0.34 0.13
H -0.601 2.475 -3.515 -0.14 -0.04 -0.41
H 0.635 3.740 -3.791 -0.12 -0.04 0.01
H 1.133 2.030 -3.697 -0.17 0.10 0.58